Density functional theory data (ωB97M-V with the def2-TZVPD basis set) for C4H9NO3 as an isolated structure at a distorted geometry.

Results
Max |F| ... 1.86 eV/Å
E ... -438.1631 Ha

ORCA input file:
```
! RIJCOSX wB97M-V def2-TZVPD def2/J DEFGRID3
* xyz 0 1
C -0.576 0.678 -0.554
C -0.284 -0.163 -1.749
N 0.222 0.706 0.548
C 1.108 -0.336 0.965
C 2.087 -0.808 0.195
O -0.508 1.260 1.612
O -2.100 0.074 0.279
O 0.857 -0.810 2.199
H -1.499 0.776 1.307
H -2.887 0.242 -0.257
H 0.227 -0.184 2.606
H -0.983 1.664 -0.755
H -1.159 -0.151 -2.396
H -0.044 -1.185 -1.466
H 0.553 0.258 -2.311
H 2.298 -0.390 -0.773
H 2.687 -1.630 0.551
*
```

Quick look at the Löwdin charges, all values in e: -0.182 -0.034 -0.109 -0.396 0.064 -0.084 -0.150 0.076 0.110 0.062 0.106 0.147 0.087 0.089 0.094 0.055 0.066